Record 1
Entry from the Open Molecules 2025 dataset: a molecular structure, C19H43InN2O2P3 (ωB97M-V/def2-TZVPD).

Each line ends with the Löwdin charge.
CARTESIAN COORDINATES (ANGSTROEM)
In 0.3170 -0.2361 0.0272  0.722
P 2.2601 1.7701 0.5667  0.753
P -0.5703 0.7876 2.4836  0.791
P 1.0542 0.1276 -2.4487  0.779
H -5.7051 -0.4869 -0.0389  0.101
C -5.2086 -0.8577 -0.9259  -0.013
C -4.6512 -2.1995 -0.8272  -0.160
H -4.5635 -2.4817 0.2327  0.137
C 2.0164 3.5197 0.0591  -0.230
C 2.7843 2.0300 2.3085  -0.262
C 3.9232 1.4161 -0.1274  -0.236
C -2.1899 0.1209 2.9887  -0.243
C 0.3392 0.4893 4.0508  -0.222
C -0.9324 2.5837 2.5486  -0.221
C 0.0877 -1.0125 -3.4795  -0.231
C 2.7544 -0.4628 -2.7541  -0.208
C 0.9477 1.7381 -3.2943  -0.203
H -5.6484 -0.5607 -1.8804  0.113
H -5.2638 -3.0138 -1.2564  0.157
H 2.8973 4.1024 0.3636  0.079
H 1.1226 3.9307 0.5431  0.045
H 1.8844 3.5878 -1.0268  0.037
H 3.6551 2.7025 2.2993  0.078
H 3.0858 1.0663 2.7394  0.050
H 1.9914 2.4719 2.9234  0.033
H 4.2127 2.2059 -0.8348  0.071
H 3.9391 0.4497 -0.6427  0.001
H 4.6490 1.3799 0.6973  0.066
H -2.4033 0.4773 4.0045  0.081
H -2.1709 -0.9748 2.9898  0.057
H -2.9765 0.4575 2.3053  0.053
H -0.0100 1.2336 4.7838  0.085
H 1.4225 0.5848 3.9162  0.020
H 0.1081 -0.5251 4.4056  0.059
H -1.4380 2.7896 3.5059  0.084
H -1.6066 2.8422 1.7168  0.063
H -0.0195 3.1922 2.4739  0.034
H 0.5823 -1.0782 -4.4581  0.080
H -0.9448 -0.6654 -3.6005  0.033
H 0.0679 -2.0067 -3.0141  0.072
H 2.7530 -0.9839 -3.7219  0.081
H 3.0512 -1.1704 -1.9661  0.045
H 3.4544 0.3825 -2.7908  0.062
H 0.8945 1.5596 -4.3812  0.088
H 1.8351 2.3503 -3.0657  0.056
H 0.0409 2.2739 -2.9708  0.066
C -2.7877 -0.9718 -0.6060  -0.342
C -3.3892 0.4046 -0.7906  -0.178
C -3.5275 0.6794 -2.2434  -0.045
C -3.4575 -0.3318 -3.1888  -0.124
C -3.3296 -1.6735 -2.8974  -0.027
C -3.2701 -2.1052 -1.4840  -0.223
O -2.1209 -1.1839 0.4149  -0.060
H -2.6670 1.0509 -0.2915  0.099
H -4.2834 0.6533 -0.1474  0.146
H -3.6573 1.7241 -2.5396  0.130
H -3.4088 0.0022 -4.2293  0.131
H -3.2584 -2.4096 -3.6996  0.135
H -2.6789 -3.0150 -1.3586  0.162
C 4.3383 -2.6687 1.1048  -0.011
N 3.1333 -2.7078 1.9190  0.064
C 1.9213 -2.3891 1.4548  -0.543
N 0.8477 -2.5014 2.2925  0.192
O 1.7601 -1.9322 0.2707  -0.120
H 4.3314 -1.7581 0.4984  0.074
H 4.3843 -3.5447 0.4437  0.114
H 5.2113 -2.6454 1.7650  0.112
H 3.1831 -3.1234 2.8418  0.168
H -0.0757 -2.4776 1.8680  0.102
H 0.9726 -2.9831 3.1751  0.139

Computed properties:
net charge	+3
HOMO (alpha / beta)	-15.18 / -14.90	eV

Record 2
Entry from the Open Molecules 2025 dataset: a molecular structure, C19H43IrP3SSe (ωB97M-V/def2-TZVPD).

Each line ends with the Löwdin spin population.
CARTESIAN COORDINATES (ANGSTROEM)
Ir 0.0153 0.1009 -0.1880  0.946
P 0.1127 1.1378 -2.1527  0.088
P -0.9645 1.8540 1.0158  0.144
P 1.5622 -1.5538 -0.6635  0.135
H -1.3953 -0.8054 2.1061  0.011
C -0.4139 -1.1984 1.8148  0.095
C 0.7229 -0.6385 2.4042  0.042
H 0.6168 0.2425 3.0230  0.003
C -1.2368 0.6169 -3.2657  0.039
C -0.0163 2.9517 -2.0777  0.009
C 1.5871 0.9180 -3.2082  0.007
C -1.4494 1.6753 2.7845  0.004
C -0.0130 3.4296 1.1693  0.024
C -2.5676 2.3458 0.2593  0.078
C 1.8440 -2.9723 0.4547  0.005
C 3.2580 -0.9566 -0.9623  0.023
C 1.0451 -2.4362 -2.1827  0.082
H -0.4586 -2.2473 1.4988  0.011
H 1.7071 -1.1144 2.3151  0.003
H -1.2830 1.3083 -4.1171  0.005
H -2.2003 0.6043 -2.7413  0.006
H -1.0360 -0.3990 -3.6160  0.003
H 0.0135 3.3299 -3.1056  0.000
H 0.8407 3.3827 -1.5473  0.001
H -0.9384 3.2925 -1.5931  0.000
H 1.4375 1.4799 -4.1431  0.000
H 1.7353 -0.1364 -3.4535  0.000
H 2.4875 1.2924 -2.7048  0.001
H -2.2065 2.4345 3.0402  0.002
H -0.5830 1.8188 3.4455  0.000
H -1.8836 0.6925 2.9903  0.000
H -0.5491 4.1234 1.8349  0.002
H 0.1167 3.9112 0.1961  0.000
H 0.9845 3.2094 1.5852  0.015
H -3.1707 2.8733 1.0163  0.012
H -3.0971 1.4306 -0.0227  0.006
H -2.4668 2.9644 -0.6373  0.000
H 2.3740 -3.7498 -0.1167  0.002
H 0.9146 -3.4116 0.8241  0.000
H 2.4706 -2.6918 1.3077  0.000
H 3.9577 -1.7611 -0.7037  0.001
H 3.4547 -0.0845 -0.3248  0.017
H 3.4052 -0.6729 -2.0122  0.000
H 1.6981 -3.3211 -2.2477  0.013
H 1.1277 -1.8396 -3.0937  0.000
H -0.0031 -2.7611 -2.0458  0.011
C -3.3364 -2.9298 0.0350  0.320
C -3.3143 -3.1386 1.4327  0.078
C -4.2576 -3.9915 2.0285  0.067
C -5.1834 -4.6945 1.2412  0.233
C -5.1818 -4.5208 -0.1531  0.027
C -4.2595 -3.6702 -0.7488  0.121
Se -2.2421 -1.7049 -0.8690  1.191
H 1.3529 1.0388 0.0463  0.101
H -2.5751 -2.6069 2.0231  0.003
H -4.2543 -4.1012 3.1175  0.001
H -5.9014 -5.3591 1.7156  0.009
H -5.9193 -5.0480 -0.7713  -0.001
H -4.2453 -3.5446 -1.8317  0.008
C 4.5118 2.2631 2.3929  0.089
S 3.3064 2.1106 1.0604  0.744
C 3.8514 3.4099 -0.0498  0.074
H 4.3244 1.4176 3.0632  -0.001
H 4.3674 3.1973 2.9466  0.026
H 5.5332 2.1969 2.0028  0.019
H 3.2867 4.3252 0.1657  0.029
H 4.9252 3.5827 0.0773  0.005
H 3.6544 3.0993 -1.0839  0.009

Computed properties:
net charge	+4
HOMO (alpha / beta)	-17.62 / -20.42	eV
expectation value of S²	8.783
spin multiplicity	6

Record 3
Entry from the Open Molecules 2025 dataset: 4 unconnected molecules or ions with the total composition C19H43N2O18P3S2 (ωB97M-V/def2-TZVPD).

Each line ends with the Löwdin charge.
CARTESIAN COORDINATES (ANGSTROEM)
C -1.1392 -3.0448 -0.2279  -0.088
C -1.2099 -2.7612 -1.8290  -0.232
N -2.2626 -1.7832 -2.2434  -0.032
C -2.0647 -0.4131 -1.7084  -0.375
C -0.5497 0.0146 -1.4283  -0.125
C -0.2923 1.5942 -1.2854  -0.069
C 0.9632 1.7810 -0.2714  -0.344
O 1.0541 2.7352 0.5479  0.053
O 2.0413 0.8283 -0.3158  0.013
C -3.0739 -0.2273 -0.4566  -0.253
O -2.5236 0.5384 0.6602  -0.053
C -2.5719 -0.1715 1.8695  -0.232
N -2.4899 -0.8851 2.8392  0.182
C -4.5037 0.4115 -0.8238  -0.543
S -5.7098 0.4186 0.6237  0.753
C -4.4481 1.8587 -1.5328  -0.211
O -3.2396 2.1220 -2.2981  -0.251
S -2.6814 0.7513 -3.0770  0.830
O -1.5904 1.0429 -4.1041  -0.317
O -3.7769 0.0449 -3.8718  -0.330
H -1.8578 -3.8895 0.0389  0.084
H -1.2382 -2.1070 0.4127  0.043
H -0.0672 -3.4442 -0.0364  0.093
H -1.5215 -3.7795 -2.2891  0.131
H -0.1671 -2.5582 -2.2872  0.125
H -3.1729 -2.1929 -1.9969  0.126
H -0.1537 -0.4697 -0.4542  0.121
H 0.1552 -0.3830 -2.2552  0.145
H 0.0290 2.1133 -2.2593  0.140
H -1.1613 2.1522 -0.7721  0.128
H 1.9491 0.2152 0.4569  0.127
H -3.2894 -1.2895 -0.0503  0.152
H -4.9921 -0.3011 -1.5970  0.120
H -6.3760 -0.8114 0.5138  -0.095
H -5.3812 1.9661 -2.2097  0.149
H -4.5731 2.6725 -0.7196  0.143
C 0.1940 -1.2401 7.4489  -0.113
O -0.7435 -0.2387 7.8041  -0.206
P -2.1540 -0.6073 8.4789  0.401
O -2.5229 0.2687 9.6102  -0.232
O -2.0734 -2.1688 8.8390  -0.241
C -1.4726 -2.5476 10.0686  -0.103
O -3.1945 -0.5584 7.2666  -0.201
C -2.9989 -1.3733 6.1241  -0.123
H 0.8016 -1.4944 8.3203  0.088
H -0.2924 -2.1365 7.0610  0.082
H 0.8496 -0.8407 6.6732  0.093
H -1.2205 -1.6857 10.6898  0.090
H -0.5615 -3.1118 9.8570  0.085
H -2.1653 -3.1908 10.6133  0.093
H -2.7190 -2.3912 6.4049  0.083
H -2.2293 -0.9386 5.4833  0.062
H -3.9351 -1.4165 5.5666  0.087
C 0.6441 -0.6263 -6.5702  -0.103
O 1.0305 -1.7861 -5.8500  -0.213
P 0.7964 -3.2636 -6.4387  0.398
O 1.9489 -4.1706 -6.2551  -0.235
O 0.3364 -3.0646 -7.9623  -0.238
C 1.3394 -2.9141 -8.9563  -0.101
O -0.5333 -3.7634 -5.7093  -0.209
C -1.7296 -3.0157 -5.8291  -0.103
H 1.4374 -0.3547 -7.2704  0.089
H -0.2931 -0.7728 -7.1090  0.087
H 0.5095 0.1938 -5.8629  0.083
H 2.3448 -3.0607 -8.5563  0.089
H 1.2684 -1.9099 -9.3798  0.086
H 1.1596 -3.6427 -9.7482  0.093
H -1.8995 -2.6992 -6.8604  0.086
H -1.6889 -2.1432 -5.1725  0.077
H -2.5651 -3.6462 -5.5223  0.093
C 5.6516 3.9439 -0.8023  -0.111
O 5.3275 5.1948 -0.2209  -0.206
P 5.4673 5.4500 1.3592  0.401
O 6.0829 6.7488 1.7032  -0.234
O 6.2360 4.1684 1.9443  -0.241
C 7.6548 4.1535 1.8980  -0.104
O 3.9805 5.2791 1.9177  -0.196
C 3.2713 4.0698 1.7021  -0.118
H 6.7249 3.9030 -1.0016  0.088
H 5.3604 3.1084 -0.1639  0.082
H 5.1188 3.8547 -1.7507  0.093
H 8.0682 5.1014 1.5474  0.089
H 7.9775 3.3550 1.2261  0.085
H 8.0356 3.9454 2.8990  0.092
H 3.9027 3.1992 1.8943  0.086
H 2.8937 4.0371 0.6800  0.071
H 2.4255 4.0382 2.3888  0.091

Computed properties:
net charge	0
SMILES string	CCN[C@]1(CCC(=O)O)[C@@H](OC#N)[C@@H](S)COS1(=O)=O.COP(=O)(OC)OC.COP(=O)(OC)OC.COP(=O)(OC)OC
HOMO	-10.39	eV

no.,total energy (eV)
1,-60487.911
2,-127242.533
3,-109773.284